Record 1
Molecular formula: C31H37F2O3PSTl
Method: DFT, ωB97M-V with the def2-TZVPD basis set

## Properties
HOMO-LUMO gap (eV): 3.760
ΔE to the lowest compared entry with this formula, charge and spin (kcal per mole): 68.9
Charge: -1

Each line ends with the Mulliken charge.
Cartesian coordinates (Å):
Tl (7.621, 9.590, 10.218)  0.759
C (11.543, 9.406, 9.299)  -0.690
O (10.559, 8.359, 9.084)  -0.057
C (10.593, 7.740, 7.785)  -0.582
C (9.526, 6.658, 7.632)  -0.773
O (8.208, 7.251, 7.717)  0.004
C (7.203, 6.250, 7.713)  -0.623
C (5.881, 6.917, 7.501)  -0.615
O (5.606, 7.788, 8.614)  -0.083
C (4.289, 8.390, 8.494)  -0.733
H (12.569, 9.106, 9.064)  0.359
H (11.346, 10.256, 8.597)  0.277
H (11.425, 9.786, 10.339)  0.115
H (10.359, 8.405, 6.880)  0.269
H (11.514, 7.154, 7.571)  0.295
H (9.680, 6.231, 6.655)  0.446
H (9.683, 5.917, 8.406)  0.327
H (7.339, 5.459, 6.919)  0.343
H (7.147, 5.722, 8.659)  0.296
H (5.903, 7.516, 6.622)  0.368
H (5.178, 6.064, 7.511)  0.368
H (3.614, 7.776, 7.835)  0.343
H (3.900, 8.382, 9.560)  0.204
H (4.346, 9.419, 8.061)  0.189
C (6.764, 14.599, 14.883)  -0.523
C (5.889, 13.877, 14.091)  -0.375
C (6.279, 13.199, 12.911)  -0.345
C (7.579, 13.433, 12.470)  -0.067
C (8.445, 14.277, 13.217)  -0.313
C (8.065, 14.810, 14.430)  -0.718
P (8.276, 12.464, 11.056)  0.145
C (10.093, 12.966, 10.900)  0.573
C (10.529, 13.586, 9.704)  -0.255
C (11.868, 14.088, 9.622)  -0.641
C (12.706, 13.972, 10.715)  -0.603
C (12.286, 13.250, 11.890)  -0.597
C (11.015, 12.776, 11.972)  -0.399
C (7.562, 13.299, 9.627)  1.182
C (7.231, 14.654, 9.705)  -0.057
C (6.941, 15.438, 8.596)  -0.960
C (6.795, 14.911, 7.330)  -0.909
C (6.948, 13.495, 7.218)  0.412
C (6.952, 12.998, 5.889)  -0.720
C (7.243, 11.673, 5.663)  -0.725
C (7.512, 10.815, 6.753)  -0.365
C (7.645, 11.302, 8.053)  -0.408
C (7.450, 12.685, 8.326)  -0.310
H (6.457, 14.807, 15.897)  0.360
H (4.793, 13.793, 14.355)  0.280
H (5.686, 12.396, 12.437)  0.375
H (9.398, 14.499, 12.837)  0.515
H (8.720, 15.348, 15.042)  0.472
H (9.966, 13.657, 8.762)  0.271
H (12.325, 14.479, 8.701)  0.346
H (13.622, 14.487, 10.737)  0.411
H (12.954, 13.122, 12.744)  0.410
H (10.697, 12.129, 12.773)  0.544
H (7.218, 15.198, 10.651)  0.297
H (6.812, 16.524, 8.664)  0.336
H (6.557, 15.473, 6.447)  0.368
H (6.641, 13.609, 5.047)  0.273
H (7.255, 11.206, 4.652)  0.276
H (7.539, 9.754, 6.587)  0.400
C (13.572, 7.374, 12.939)  -0.750
S (12.491, 7.105, 14.422)  -0.062
C (13.478, 7.981, 15.666)  -0.849
H (12.993, 7.034, 12.124)  0.186
H (14.400, 6.690, 12.986)  0.348
H (13.947, 8.390, 12.941)  0.273
H (13.730, 7.252, 16.441)  0.295
H (12.845, 8.771, 16.129)  0.247
H (14.483, 8.311, 15.380)  0.312
F (8.714, 6.806, 10.850)  -0.247
C (8.308, 7.784, 11.668)  -0.274
F (7.211, 7.233, 12.338)  -0.342
H (9.029, 8.069, 12.459)  0.101

Record 2
Molecular formula: C31H37MnN5
Method: DFT, ωB97M-V with the def2-TZVPD basis set

## Properties
Spin multiplicity: 5
HOMO-LUMO gap (alpha / beta) (eV): 3.667 / 4.868
ΔE to the lowest compared entry with this formula, charge and spin (kcal per mole): 38.2
Charge: -1

Each line ends with the Mulliken charge.
Cartesian coordinates (Å):
Mn (-0.098, 0.329, 1.169)  -0.601
N (3.104, 1.940, 1.610)  -0.486
N (-0.663, 2.809, -0.150)  -0.399
C (-1.296, -1.309, 1.704)  0.576
C (-2.140, -0.134, 1.653)  0.901
C (-1.586, 0.849, 2.545)  0.477
C (-2.211, 2.153, 2.902)  -1.937
H (-3.018, 2.411, 2.205)  0.394
H (-1.493, 2.982, 2.902)  0.303
H (-2.651, 2.106, 3.912)  0.345
C (-0.460, 0.243, 3.229)  1.476
C (0.301, 0.842, 4.357)  -2.024
H (0.009, 0.398, 5.324)  0.364
H (0.129, 1.924, 4.417)  0.334
H (1.381, 0.678, 4.225)  0.258
C (-0.318, -1.104, 2.753)  0.558
C (0.563, -2.138, 3.362)  -1.613
H (1.540, -1.719, 3.644)  0.297
H (0.739, -2.982, 2.681)  0.336
H (0.125, -2.558, 4.284)  0.268
C (-3.474, -0.037, 0.999)  -1.817
H (-4.290, -0.142, 1.738)  0.253
H (-3.624, -0.825, 0.250)  0.402
H (-3.612, 0.939, 0.512)  0.231
C (-1.543, -2.576, 0.969)  -1.474
H (-0.600, -3.097, 0.750)  0.404
H (-2.038, -2.374, 0.007)  0.272
H (-2.183, -3.265, 1.545)  0.214
C (4.370, 2.223, 1.291)  -0.436
H (5.139, 1.967, 2.027)  0.366
C (4.737, 2.816, 0.074)  -0.506
H (5.792, 2.974, -0.140)  0.360
C (3.726, 3.192, -0.817)  -0.532
H (3.954, 3.647, -1.782)  0.395
C (2.402, 2.993, -0.436)  -0.349
H (1.559, 3.361, -1.016)  0.363
C (2.113, 2.332, 0.776)  0.160
C (0.738, 2.100, 1.225)  0.700
H (0.402, 2.795, 2.002)  0.322
C (-0.565, 1.493, -0.357)  0.324
C (-1.456, 3.349, -1.137)  -1.834
H (-1.746, 4.385, -1.148)  0.475
C (-1.772, 2.370, -2.042)  -0.098
H (-2.300, 2.407, -2.979)  0.526
N (-1.177, 1.197, -1.594)  0.985
C (-1.103, -0.024, -2.336)  0.168
C (-2.289, -0.698, -2.654)  1.400
C (-2.180, -1.992, -3.172)  -1.168
H (-3.092, -2.570, -3.339)  0.285
C (-0.941, -2.543, -3.501)  1.157
C (-0.834, -3.931, -4.054)  -1.536
H (-0.161, -4.555, -3.452)  0.311
H (-0.435, -3.907, -5.076)  0.308
H (-1.820, -4.405, -4.079)  0.360
C (0.207, -1.761, -3.357)  -0.987
H (1.169, -2.149, -3.699)  0.358
C (0.147, -0.493, -2.774)  0.664
C (1.366, 0.369, -2.679)  -1.381
H (1.425, 1.088, -3.511)  0.348
H (2.267, -0.254, -2.711)  0.396
H (1.381, 0.938, -1.742)  -0.027
C (-3.650, -0.102, -2.485)  -1.979
H (-4.082, 0.148, -3.468)  0.344
H (-3.662, 0.807, -1.879)  0.273
H (-4.322, -0.843, -2.029)  0.439
N (2.839, -0.782, 1.091)  -0.240
C (3.640, -1.710, 0.549)  -0.545
C (2.854, -2.445, -0.322)  -1.428
C (1.578, -1.890, -0.264)  -1.089
N (1.572, -0.830, 0.588)  0.943
H (3.106, -0.110, 1.808)  0.252
H (4.681, -1.791, 0.820)  0.441
H (3.139, -3.289, -0.921)  0.491
H (0.690, -2.223, -0.790)  0.908

Record 3
Molecular formula: C31H37MoN5OSi2
Method: DFT, ωB97M-V with the def2-TZVPD basis set

## Properties
HOMO-LUMO gap (alpha / beta) (eV): 6.342 / 6.338
ΔE to the lowest compared entry with this formula, charge and spin (kcal per mole): 17.1

Each line ends with the Mulliken charge.
Cartesian coordinates (Å):
Mo (0.449, -0.455, -0.020)  -2.381
O (0.289, -4.710, 0.583)  -0.785
C (0.420, -3.560, 0.173)  -0.235
N (0.011, -2.422, 0.744)  0.882
C (-0.373, -2.534, 2.135)  -0.551
C (0.635, -1.813, 2.989)  0.704
C (0.663, -1.977, 4.372)  -1.113
C (1.609, -1.300, 5.111)  -0.334
C (2.507, -0.470, 4.451)  -1.180
C (2.399, -0.352, 3.082)  -0.276
N (1.486, -1.005, 2.356)  0.487
C (1.211, -3.292, -1.065)  0.303
C (1.627, -4.324, -1.890)  -0.923
C (2.427, -4.032, -2.974)  -0.351
C (2.791, -2.708, -3.192)  -1.072
C (2.323, -1.740, -2.332)  0.184
N (1.542, -2.017, -1.280)  0.200
H (-0.423, -3.583, 2.426)  0.773
H (-1.348, -2.085, 2.318)  -0.645
H (-0.053, -2.638, 4.844)  0.471
H (1.656, -1.418, 6.186)  0.413
H (3.271, 0.077, 4.985)  0.437
H (3.071, 0.297, 2.537)  0.548
H (1.309, -5.326, -1.640)  0.542
H (2.768, -4.813, -3.642)  0.432
H (3.422, -2.425, -4.023)  0.444
H (2.567, -0.699, -2.480)  0.055
C (-3.960, -1.446, 1.871)  -1.252
Si (-2.928, -1.074, 0.334)  0.563
C (-4.053, -0.195, -0.904)  -1.623
C (-2.630, -2.724, -0.501)  -1.294
N (-1.492, -0.122, 0.726)  0.436
C (-1.692, 1.239, 1.000)  1.019
C (-2.922, 1.849, 1.280)  -0.929
C (-3.004, 3.197, 1.603)  -1.126
C (-1.859, 3.978, 1.657)  -1.035
C (-0.629, 3.399, 1.381)  -0.826
C (-0.534, 2.049, 1.048)  1.000
N (0.664, 1.379, 0.815)  0.538
Si (2.178, 2.160, 0.552)  0.295
C (2.134, 3.445, -0.809)  -1.167
C (2.897, 2.969, 2.094)  -1.459
C (3.261, 0.709, -0.040)  -0.977
H (-4.706, -2.203, 1.607)  0.367
H (-4.496, -0.579, 2.258)  0.373
H (-3.365, -1.853, 2.693)  0.334
H (-5.079, -0.546, -0.752)  0.428
H (-3.770, -0.473, -1.923)  0.423
H (-4.061, 0.893, -0.830)  0.525
H (-3.605, -3.039, -0.891)  0.505
H (-2.266, -3.517, 0.155)  0.339
H (-1.951, -2.635, -1.352)  0.199
H (-3.834, 1.272, 1.259)  0.190
H (-3.971, 3.634, 1.818)  0.404
H (-1.921, 5.028, 1.913)  0.397
H (0.273, 4.001, 1.436)  0.302
H (1.545, 4.319, -0.524)  0.343
H (1.702, 3.035, -1.723)  0.216
H (3.150, 3.788, -1.032)  0.415
H (2.800, 4.057, 2.045)  0.435
H (3.961, 2.743, 2.208)  0.430
H (2.378, 2.631, 2.994)  0.406
H (3.559, 0.851, -1.081)  0.431
H (2.729, -0.253, 0.004)  0.328
H (4.169, 0.560, 0.547)  0.552
C (-0.019, 0.184, -1.589)  1.739
C (-0.307, 0.877, -2.814)  1.152
C (0.713, 1.173, -3.729)  -0.080
C (0.435, 1.858, -4.900)  -0.827
C (-0.861, 2.269, -5.179)  -0.396
C (-1.880, 1.986, -4.278)  -0.793
C (-1.611, 1.290, -3.112)  -0.093
H (1.732, 0.883, -3.508)  0.217
H (1.236, 2.083, -5.593)  0.407
H (-1.076, 2.808, -6.093)  0.390
H (-2.892, 2.310, -4.486)  0.423
H (-2.400, 1.074, -2.407)  0.330

| no. | energy (eV) |
| --- | --- |
| 1 | -69136.1802 |
| 2 | -71513.9699 |
| 3 | -59859.5238 |